The following is a DFT calculation (the ωB97M-V functional and the def2-TZVPD basis) of one molecule with the formula C4H6O.

Summary:
Multiplicity: 1
SMILES: C=C/C=C/O
HOMO energy: -0.306 Ha
Energy above the lowest of the compared OMol25 structures with the same formula, charge and spin: 44.02 kcal per mole
DFT total energy: -6290.0091 eV
Frontier orbital gap: 9.3 eV
LUMO energy: 0.0342 hartree
Net charge: 0

Geometry as XYZ:
```
11
Properties=species:S:1:pos:R:3:forces:R:3
C -2.09966 -0.13248 0.31108 1.724 2.395 -0.092
C -0.85616 -0.25290 -0.22550 -2.508 -2.439 0.404
C 0.37166 0.34197 0.24819 2.347 0.113 -3.072
C 1.50765 -0.40665 -0.10792 -1.464 2.522 1.081
O 2.70892 0.25641 0.03913 0.149 -3.109 -0.906
H -2.90217 -0.56111 -0.23386 -0.812 -0.540 0.081
H -2.30551 0.68698 1.07237 0.153 -1.313 -0.907
H -0.78762 -1.12851 -0.98410 0.129 1.679 1.080
H 0.44810 1.53982 0.16997 -0.075 -2.808 0.960
H 1.47315 -1.47417 -0.51125 0.457 1.739 0.887
H 2.44163 1.13065 0.22188 -0.100 1.760 0.485
```
Positions in Å, forces in eV/Å.

Atomic partial charges in e from the natural (NBO) method, atoms 1 to 4:
1. C -0.402
2. C -0.215
3. C -0.394
4. C 0.199